No. 1
5
Properties=species:S:1:pos:R:3:mulliken_charge:R:1 method="wB97M-V/def2-TZVPD" e_lumo_ev=0.33 smiles=C#P.Cl relative_energy_kcal_mol=35.8 e_homo_ha=-0.370 gap_ha=0.382
C -0.641 2.443 0.230 -0.124
P 0.551 1.470 -0.010 -0.175
H -1.686 2.706 0.248 0.309
Cl 3.370 -0.896 -0.074 -0.277
H 3.745 -1.274 1.201 0.267



No. 2
5
Properties=species:S:1:pos:R:3:mulliken_charge:R:1 method="wB97M-V/def2-TZVPD" e_lumo_ev=0.09 smiles=C#P.Cl relative_energy_kcal_mol=34.4 e_homo_ha=-0.378 gap_ha=0.382
C 1.416 1.293 1.169 -0.131
P 0.115 0.446 1.044 -0.219
H 2.017 2.067 0.930 0.363
Cl -2.696 0.571 -1.405 -0.246
H -1.754 1.443 -1.368 0.233



No. 3
6
Properties=species:S:1:pos:R:3:mulliken_charge:R:1 method="wB97M-V/def2-TZVPD" e_lumo_ev=-1.59 smiles="S=PCCl" relative_energy_kcal_mol=21.1 e_homo_ha=-0.332 gap_ha=0.274
S 2.828 -0.413 0.319 -0.243
P 1.501 -1.555 -0.571 0.182
C -0.232 -0.994 -0.184 -0.399
Cl -1.071 -0.469 -1.652 -0.142
H -0.211 -0.306 0.668 0.325
H -0.542 -1.983 0.148 0.277